# 1
Computed, not measured: a structure of composition C39H57B2BrCrN7O2S3, with ωB97M-V/def2-TZVPD.

Its charge is +1. The calculation puts the energy above the lowest of the compared OMol25 structures with the same formula, charge and spin at 19.4 kcal per mole. Its spin multiplicity is 5. For the largest force on an atom, the calculation gives 2.4 eV/Å. Its expectation value of S² is 6.125.

Positions of all 112 atoms, in Å:
Cr 0.352 -0.151 -0.212
C 2.655 -3.734 -2.826
C 3.310 -2.712 -1.968
C 4.639 -2.400 -2.088
C 5.186 -1.415 -1.246
N 4.436 -0.717 -0.430
N 3.140 -0.971 -0.317
B 2.241 -0.134 0.666
N 2.777 1.320 0.806
N 3.932 1.574 1.415
C 4.408 2.794 1.480
C 3.800 3.838 0.752
C 2.525 3.639 0.273
C 1.729 4.741 -0.341
C 1.970 2.355 0.433
S 0.280 2.128 0.274
C 5.567 3.077 2.420
C 5.157 2.524 3.791
C 5.841 4.576 2.569
C 6.843 2.386 1.949
N 2.284 -0.780 2.068
N 3.499 -1.017 2.588
C 3.624 -1.482 3.803
C 2.511 -1.774 4.612
C 1.236 -1.607 4.071
C 0.011 -2.040 4.804
C 1.159 -1.074 2.797
S -0.371 -1.099 1.888
C 5.018 -1.746 4.332
C 5.212 -0.940 5.622
C 5.163 -3.245 4.628
C 6.060 -1.340 3.294
C 2.565 -1.986 -1.013
S 0.912 -2.346 -0.807
C 6.684 -1.221 -1.247
C 7.072 -0.071 -0.334
C 7.283 -2.523 -0.697
C 7.200 -0.965 -2.667
H 3.321 -4.036 -3.628
H 1.732 -3.335 -3.240
H 2.387 -4.610 -2.237
H 5.250 -2.914 -2.811
H 4.284 4.788 0.612
H 2.369 5.580 -0.598
H 0.972 5.078 0.365
H 1.203 4.397 -1.229
H 4.345 3.120 4.204
H 5.997 2.563 4.482
H 4.818 1.497 3.685
H 4.932 5.115 2.830
H 6.268 5.001 1.663
H 6.559 4.725 3.374
H 6.675 1.323 1.850
H 7.634 2.552 2.674
H 7.169 2.778 0.990
H 2.634 -2.192 5.596
H 0.281 -2.481 5.759
H -0.531 -2.778 4.213
H -0.661 -1.198 4.970
H 4.491 -1.230 6.382
H 5.097 0.125 5.440
H 6.208 -1.116 6.020
H 4.500 -3.566 5.427
H 6.185 -3.457 4.930
H 4.940 -3.832 3.740
H 5.896 -0.315 2.983
H 5.976 -1.978 2.420
H 7.062 -1.434 3.702
H 6.637 -0.241 0.642
H 6.703 0.872 -0.721
H 8.151 -0.020 -0.239
H 6.932 -2.699 0.318
H 8.365 -2.444 -0.679
H 7.011 -3.378 -1.312
H 6.688 -0.115 -3.115
H 7.061 -1.833 -3.306
H 8.264 -0.748 -2.630
C 3.468 1.375 -4.503
C 2.161 0.884 -3.972
C 1.133 0.482 -4.830
C -0.084 0.086 -4.293
C -0.209 0.068 -2.923
Br -1.848 -0.405 -2.073
N 0.780 0.367 -2.067
C 1.933 0.807 -2.610
H 3.307 2.111 -5.289
H 4.027 0.549 -4.940
H 4.067 1.822 -3.714
H 1.279 0.488 -5.897
H -0.913 -0.198 -4.919
H 2.699 1.107 -1.905
C -3.702 2.359 0.537
C -3.426 1.302 1.600
C -4.603 0.326 1.688
O -2.278 0.522 1.185
B -1.560 0.237 2.297
O -1.935 0.894 3.402
C -2.967 1.848 3.001
C -2.294 3.219 2.894
C -4.055 1.867 4.066
H -4.010 1.859 -0.380
H -2.805 2.934 0.320
H -4.494 3.027 0.867
H -4.680 -0.200 0.738
H -5.535 0.847 1.877
H -4.439 -0.410 2.471
H -1.472 3.183 2.180
H -1.894 3.501 3.864
H -3.011 3.974 2.581
H -4.335 0.857 4.349
H -4.933 2.399 3.711
H -3.682 2.373 4.952

Here are the Mulliken charges for atoms 1 to 4, given in e: atom 1 (Cr): 0.3602, atom 2 (C): -1.9042, atom 3 (C): 0.0011, atom 4 (C): -0.6526

***

# 2
Computed, not measured: the ion C5H10IN2 with charge +1, with ωB97M-V/def2-TZVPD.

Its charge is +1. The calculation puts the energy above the lowest of the compared OMol25 structures with the same formula, charge and spin at 89.9 kcal per mole. Its spin multiplicity is 3. For the largest force on an atom, the calculation gives 7.6 eV/Å. Its expectation value of S² is 2.016.

Positions of all 18 atoms, in Å:
C -0.381 -1.553 -0.264
C -0.546 -2.286 -1.340
C -0.380 1.031 -0.129
C -1.684 1.295 0.763
C 2.269 0.737 0.193
N 0.116 -0.176 -0.380
N 0.847 0.576 0.544
I -1.669 -4.105 -1.411
H -0.912 -1.664 0.696
H -0.024 -1.896 -2.253
H -0.355 1.798 -0.912
H -2.469 0.920 0.045
H -1.861 2.259 1.213
H -1.654 0.542 1.573
H 2.596 1.633 -0.250
H 2.992 0.434 0.999
H 2.441 0.074 -0.616
H 0.673 0.381 1.530

Here are the natural (NBO) charges for atoms 1 to 4, given in e: atom 1 (C): -0.1108, atom 2 (C): -0.5418, atom 3 (C): 0.1830, atom 4 (C): -0.6581

***

# 3
Computed, not measured: a cluster of 2 separate species, C2H6N4S in total, with ωB97M-V/def2-TZVPD.

As for the SMILES: [H]/N=N/N=S.[H]/N=C/C. The calculation puts the energy above the lowest of the compared OMol25 structures with the same formula, charge and spin at 125.7 kcal per mole. Its spin multiplicity is 1. For the largest force on an atom, the calculation gives 4.8 eV/Å.

Positions of all 13 atoms, in Å:
H 0.951 -2.159 0.561
N 1.938 -1.648 0.543
N 1.977 -0.577 -0.052
N 2.482 0.477 -0.206
S 3.019 1.555 -1.143
H -0.076 -0.379 -1.888
N -0.313 -0.366 -0.945
C -1.315 0.323 -0.612
C -1.638 0.325 0.970
H -1.855 1.141 -1.115
H -1.361 1.357 1.209
H -1.172 -0.400 1.566
H -2.636 0.351 1.112

Here are the natural (NBO) charges for atoms 1 to 4, given in e: atom 1 (H): 0.3774, atom 2 (N): -0.4561, atom 3 (N): 0.2363, atom 4 (N): -0.2238

***

# 4
Computed, not measured: a structure of composition C27H41AuF9OP2, with ωB97M-V/def2-TZVPD.

Its charge is +1. The calculation puts the energy above the lowest of the compared OMol25 structures with the same formula, charge and spin at 29.1 kcal per mole. Its spin multiplicity is 3. For the largest force on an atom, the calculation gives 3.2 eV/Å. Its expectation value of S² is 2.021.

Positions of all 81 atoms, in Å:
Au 1.797 -0.754 -1.804
C -1.071 -1.123 0.607
C -0.642 -2.108 -0.275
C 1.247 -1.133 0.712
C 0.085 -0.552 1.242
C 0.832 -2.134 -0.305
C -2.491 -0.863 0.993
H -3.142 -1.094 0.139
H -2.642 0.203 1.221
H -2.832 -1.472 1.853
C 0.047 0.422 2.346
H -0.964 0.832 2.476
H 0.738 1.260 2.164
H 0.322 -0.044 3.309
C 2.534 -1.172 1.414
H 2.395 -1.452 2.471
H 3.052 -0.219 1.388
H 3.150 -1.938 0.954
C 1.538 -3.456 -0.340
H 1.288 -4.067 0.545
H 2.620 -3.280 -0.370
H 1.213 -4.070 -1.184
C -1.527 -3.061 -0.964
H -2.167 -3.656 -0.295
H -0.891 -3.751 -1.520
H -2.182 -2.577 -1.703
C -1.835 2.829 -0.910
C -2.976 2.106 -0.875
C -3.205 0.945 -1.843
C -3.445 1.319 -3.353
C -2.449 0.949 -4.414
C -1.025 0.987 -3.974
C -0.477 1.884 -2.719
C -1.159 3.149 -2.226
H -4.089 0.377 -1.468
H -3.361 2.402 -3.447
H -2.288 0.311 -1.734
H -1.789 3.625 -2.998
H -1.501 3.336 0.011
H -3.726 2.253 -0.065
H -0.427 3.892 -1.894
H -0.189 1.228 -1.873
H -0.658 -0.065 -3.792
H 0.522 2.213 -3.004
H -4.465 1.014 -3.660
H -2.762 0.340 -5.311
P 0.411 1.188 -5.378
C 0.108 2.993 -5.450
C -0.139 0.681 -7.031
P 2.650 -0.849 -4.253
C 2.206 0.769 -5.208
C 1.874 -2.142 -5.378
C 4.351 -1.033 -5.028
H 0.606 3.535 -4.628
H -1.005 3.070 -5.394
H 0.406 3.499 -6.383
H 0.345 1.278 -7.829
H -1.224 0.875 -7.100
H 0.080 -0.373 -7.262
H 4.393 -0.844 -6.112
H 4.641 -2.084 -4.877
H 5.029 -0.308 -4.536
H 2.729 1.565 -4.644
H 2.743 0.828 -6.193
H 2.476 -3.035 -5.110
H 1.996 -2.027 -6.480
H 0.796 -2.252 -5.116
F 4.360 0.629 0.273
C 4.008 1.725 -0.464
F 5.092 2.544 -0.454
F 3.829 1.293 -1.762
C 2.674 2.374 0.119
O 1.692 1.540 0.018
C 2.961 2.852 1.637
F 1.871 3.489 2.158
F 3.234 1.798 2.461
F 4.025 3.691 1.754
C 2.480 3.756 -0.721
F 3.504 4.645 -0.544
F 2.392 3.526 -2.073
F 1.328 4.393 -0.348

Here are the Mulliken charges for atoms 1 to 4, given in e: atom 1 (Au): 0.1620, atom 2 (C): 0.7617, atom 3 (C): 0.4435, atom 4 (C): 1.1408

***

# 5
Computed, not measured: a cluster of 2 separate species, C7H10O2S in total, with ωB97M-V/def2-TZVPD.

The calculation puts the energy above the lowest of the compared OMol25 structures with the same formula, charge and spin at 91.0 kcal per mole. Its spin multiplicity is 1. For the largest force on an atom, the calculation gives 3.7 eV/Å.

Positions of all 20 atoms, in Å:
C -0.669 -1.462 -0.375
C -0.818 1.045 -0.654
C -0.478 0.313 -2.042
C 0.709 -0.402 0.789
C 1.268 -0.772 -0.611
C -0.797 -0.079 0.361
C 0.079 -1.022 -1.614
O -1.049 1.810 3.378
O 0.758 0.186 3.626
S -0.636 0.459 3.546
H 0.001 1.685 -0.514
H -1.846 1.426 -0.760
H -1.420 0.165 -2.608
H 0.273 0.952 -2.735
H 0.655 -1.211 1.441
H 1.298 0.429 1.364
H 2.052 -0.075 -0.978
H 1.742 -1.765 -0.535
H -1.465 0.069 1.234
H 0.340 -1.750 -2.313

Here are the natural (NBO) charges for atoms 1 to 4, given in e: atom 1 (C): 0.1744, atom 2 (C): -0.4395, atom 3 (C): -0.3892, atom 4 (C): -0.4314

***

# 6
Computed, not measured: a cluster of 2 separate species, C4H10N2O2 in total, with ωB97M-V/def2-TZVPD.

As for the SMILES: C/C=[N+](\[O-])O.C=NC. The calculation puts the energy above the lowest of the compared OMol25 structures with the same formula, charge and spin at 155.7 kcal per mole. Its spin multiplicity is 1. For the largest force on an atom, the calculation gives 4.5 eV/Å.

Positions of all 18 atoms, in Å:
C 0.457 0.672 2.121
C 1.351 -0.118 1.354
N 2.152 0.530 0.586
O 2.322 1.697 0.471
O 2.968 -0.221 -0.240
H -0.622 0.246 2.142
H 0.394 1.741 1.776
H 0.678 0.609 3.180
H 1.581 -1.126 1.361
H 3.372 0.439 -0.824
C -2.136 0.478 -0.713
N -1.686 -0.011 0.331
C -1.939 -1.399 0.569
H -2.516 -0.200 -1.471
H -2.099 1.509 -0.874
H -0.914 -1.736 0.652
H -2.400 -1.455 1.625
H -2.607 -1.897 -0.143

Here are the natural (NBO) charges for atoms 1 to 4, given in e: atom 1 (C): -0.6801, atom 2 (C): -0.0861, atom 3 (N): 0.3997, atom 4 (O): -0.5083